A cluster of 18 separate species, C56H153N5O21 in total in a non-equilibrium geometry. Source: OMol25; level of theory: ωB97M-V/def2-TZVPD.

Output
HOMO, Ha: -0.3301
Frontier orbital gap, Ha: 0.3385
E, eV: -110995.61871
Max |F|, eV Å⁻¹: 3.93

Last column: Löwdin charge in e.
Cartesian coordinates (Å):
H: -2.25089 -2.44480 1.44307  0.10
H: -0.26979 5.35161 7.19550  0.10
H: -4.28106 -2.02684 -3.98532  0.02
C: -4.08248 2.28630 2.03562  -0.07
H: -0.40342 -3.93370 -1.71678  0.07
H: 3.75601 3.74760 -3.45455  0.08
C: -2.66355 -4.48575 1.81723  -0.38
H: 3.66336 -1.86815 0.49361  0.05
H: -5.91560 0.07907 -4.40149  0.07
H: -1.57213 -3.68070 -3.04453  0.09
O: 0.25799 1.02759 6.73735  -0.06
H: -2.43267 5.90702 5.03493  0.09
C: -6.04226 -0.63685 -5.17444  -0.06
C: 4.11536 -4.48264 -2.54076  -0.06
H: 1.83969 1.70596 -1.86317  0.04
H: -2.37000 -5.42476 3.83155  0.07
H: -1.26006 -0.19031 1.32724  0.08
O: 2.29536 -1.31417 6.89660  -0.07
C: -3.62589 -0.95489 -1.60022  -0.21
H: -1.23405 0.92584 -0.04086  0.10
C: 3.02457 -2.26079 -3.11076  -0.17
H: -2.11798 -8.07842 -1.75305  0.14
H: -2.65945 5.11059 0.49983  0.06
C: 2.82811 4.02573 3.70731  -0.26
H: -8.26330 4.21692 2.53394  0.10
H: -3.18651 -8.47514 -3.87498  0.08
H: -3.16542 -0.35356 -3.40385  0.04
H: 4.53953 -3.63102 -4.98427  0.08
H: 2.43735 -1.80113 -3.93364  0.11
H: -0.01272 1.75424 6.20190  0.03
H: 1.90854 3.75238 5.41485  0.07
H: 2.69105 3.71000 -4.91277  0.08
O: -0.79998 5.04341 -1.20276  -0.10
H: -2.83347 -3.18067 0.03387  0.11
H: 7.61506 4.66871 -2.87043  0.08
H: -4.06969 -9.19746 -2.54843  0.07
H: -7.15378 5.60708 2.73028  0.09
H: -5.86722 -0.94070 -7.92669  0.07
C: 0.70921 0.34509 0.63049  -0.52
H: -5.54864 0.59108 0.59995  0.03
C: -2.10455 0.16059 6.98460  -0.05
O: -1.43737 -0.16429 -6.75406  -0.07
H: 3.99162 -2.68504 5.13028  0.07
H: -3.96362 -0.49472 -0.69654  0.10
O: -4.13699 -2.62481 -3.25067  -0.06
H: -6.22446 -2.84310 1.50803  0.10
H: 2.21182 -4.19401 -3.25282  0.11
H: 0.19060 -0.24548 -1.37183  0.09
C: -0.41414 -0.13676 -4.69107  -0.06
H: 3.79605 0.28066 -2.60112  0.07
H: 6.99066 -2.96416 -0.17098  0.08
C: 1.11473 -4.43199 4.27155  -0.02
H: 5.19082 2.93297 -0.87544  0.07
H: 0.96299 -1.56458 -0.35535  0.07
C: -2.09303 4.86767 5.04838  -0.04
H: 1.95109 -0.20518 -0.86532  0.07
H: -6.20464 -1.65345 -4.78005  0.10
H: -4.13642 -1.02824 -8.12855  0.08
H: 0.99571 0.84660 -7.67782  0.10
H: 0.08695 -3.55512 1.93400  0.06
H: 7.49178 1.02594 -2.42994  0.14
H: 1.07508 -1.05554 2.09819  0.07
C: 4.29216 -2.55918 6.19781  -0.05
H: -3.46204 -4.04048 3.91106  0.10
C: 5.67129 -2.00684 1.30603  -0.48
O: -5.03329 2.31452 -2.42903  -0.07
H: -0.70429 1.49605 1.59992  0.06
H: -3.30547 -5.32447 1.41442  0.13
H: -2.90445 -0.72483 -5.95237  0.06
H: -1.67106 5.28507 -1.56002  0.05
H: -5.27854 4.32088 -1.30869  0.12
H: 2.15370 4.81293 3.34583  0.11
H: -4.41934 -6.42313 -1.03212  0.05
H: 1.22076 1.43655 2.78029  0.03
C: 6.36119 -2.07682 -0.02769  -0.04
H: -3.11838 -6.49246 -0.29373  0.02
H: 1.82224 -0.45259 6.83909  0.06
H: 3.79496 -0.10251 -4.29025  0.07
H: 3.81408 4.45364 3.52067  0.13
H: -3.17087 2.93430 -1.59099  0.12
H: 8.34568 2.64137 -5.56013  0.05
C: 7.71917 4.17291 -3.83673  -0.07
C: 0.91647 -0.50592 -0.58170  -0.04
H: -1.35223 0.34731 4.28976  0.07
H: 2.60312 -2.06153 -2.16170  0.09
H: 0.26397 -3.95855 4.71880  0.06
C: 0.04638 5.72038 6.19170  -0.04
H: 0.28190 -1.27236 -6.39137  0.15
C: -4.55313 4.60983 -2.10211  -0.23
C: 2.65559 -4.26513 2.28086  -0.06
C: -7.41671 4.78604 2.06229  -0.06
H: 1.12374 5.71577 6.16939  0.07
H: 3.96882 -3.41276 6.81295  0.08
C: -1.71455 4.99024 1.00011  -0.04
H: 1.76617 0.56843 -6.04083  0.06
H: -2.07980 0.07259 8.07919  0.08
H: 5.14511 -4.17995 -2.66070  0.08
H: 4.08823 -5.53774 -2.79521  0.08
H: 5.43336 -3.01425 1.53383  0.10
H: 0.54135 -0.10881 -4.24126  0.06
O: 0.00792 3.59119 5.24088  -0.08
H: 1.46619 5.98983 -0.12445  0.10
H: -2.76704 -0.59735 6.53431  0.09
N: -5.67959 0.55358 1.56948  0.05
H: -4.87541 0.64499 -6.36551  0.15
H: -0.24940 6.74878 6.25260  0.07
C: 0.73833 5.56224 0.59503  -0.05
H: 1.79926 -4.57914 5.06740  0.06
H: -3.36803 1.61387 2.48824  0.06
H: -5.54291 -1.46239 -2.39586  0.12
H: 5.89969 1.43040 -0.37014  0.08
C: 2.87513 3.31742 -3.91100  -0.05
H: -0.26082 5.28632 4.09922  0.13
C: -3.79994 -8.25962 -3.00030  -0.07
H: 1.25823 1.25004 0.46892  0.11
H: -2.53865 4.36786 4.22065  0.05
H: 5.32649 0.02561 -3.44933  0.07
H: -2.43724 1.13054 6.72007  0.06
H: -3.41978 3.29718 -3.31339  0.12
H: -0.30885 -0.93293 6.96206  0.13
H: -5.17764 -4.00065 2.36914  0.09
H: -4.58669 1.50608 -2.36573  -0.01
C: 0.86458 0.80866 -6.56257  -0.03
H: -4.94144 -2.64389 -1.35341  0.10
H: -3.91958 3.32797 2.43671  0.09
C: -4.96679 -1.27206 -7.43311  -0.04
H: -1.39629 -5.07745 0.35905  0.05
O: 4.34209 -1.68633 -3.09087  -0.19
O: -3.30025 0.05646 -2.55020  -0.07
H: 3.54833 0.90941 6.28253  0.10
H: -7.50228 2.47000 1.37307  0.15
H: 3.79468 -1.12672 2.18284  0.09
H: 6.26811 -1.52059 3.12575  0.06
H: 0.43835 1.73259 -6.14961  0.09
N: 3.59390 -3.94470 -4.80717  0.05
C: 7.11985 2.07060 -2.57982  -0.24
O: -3.71402 -0.84251 -5.39023  -0.13
H: 5.37362 -2.44403 6.35192  0.08
C: -0.68459 -0.04372 6.43389  -0.43
H: 6.33258 2.94802 0.49885  0.11
N: -1.26796 -4.84740 1.34965  0.05
C: -0.68128 -0.26208 4.88434  -0.04
O: 1.31022 -0.15441 1.78848  -0.07
C: 8.07079 2.75378 -3.54262  -0.43
H: -0.27812 -4.90223 -3.18642  0.09
H: 8.53423 4.64411 -4.40530  0.09
H: -2.47825 4.45565 5.96778  0.08
H: -5.97154 2.87093 0.35325  0.11
O: 7.14477 2.72333 -1.36483  -0.18
C: -2.57675 -4.48740 3.35654  -0.04
C: -3.91467 3.24438 -2.34999  -0.21
H: 2.84435 2.20348 -3.98168  0.07
N: 7.96930 2.04780 -4.84483  0.03
H: 6.14260 2.02584 -3.04256  0.10
H: 5.74604 -1.98445 -0.91763  0.06
C: -0.70816 0.65610 0.92712  -0.03
H: -1.76748 -6.60711 -3.51798  0.13
H: 0.77109 3.09236 -3.57913  0.13
H: -0.95836 -0.88491 -4.18673  0.07
H: -1.78871 -3.81466 3.62317  0.04
H: -7.65943 5.06245 1.04565  0.08
O: 1.34993 4.89020 -2.83402  -0.07
C: -5.49189 1.81792 2.17518  -0.43
H: 2.17585 -5.05090 1.65322  0.10
C: 4.27900 -1.37765 1.19500  -0.06
O: 0.77483 -2.91156 2.26675  -0.10
H: 0.17654 3.20042 4.39498  0.04
H: -6.93963 -0.34559 -5.66795  0.08
C: -5.27842 -3.42734 1.42830  -0.10
H: 8.59515 1.24315 -4.86954  0.07
H: 0.84472 3.03358 -1.17834  0.09
H: 3.60181 -0.25811 4.85903  0.07
H: -5.07943 4.93239 -2.99098  0.12
C: -2.97748 -7.45961 -1.99943  -0.42
O: -6.18274 4.00925 1.97318  -0.21
C: -0.13518 -0.26572 -6.13472  -0.47
H: -3.86205 6.43011 -2.06292  0.11
H: -4.95233 -2.36128 -7.27714  0.09
C: -4.93842 -0.45138 -6.14492  -0.42
H: 4.05249 -1.13938 7.76864  0.13
O: -1.68867 -5.41819 -1.80935  -0.22
C: -2.43798 -6.23201 -2.71418  -0.20
C: -0.98593 -4.41846 -2.47163  -0.12
H: 4.39601 -0.40242 0.75938  0.06
O: 6.53792 -1.34023 2.23879  -0.02
N: -3.74967 -7.11126 -0.77054  0.07
H: -5.31057 -4.04572 0.52994  0.08
H: 3.87453 -4.37403 -1.51731  0.06
H: -0.93536 0.78477 -4.50969  0.10
H: -1.92470 5.46144 1.96561  0.08
C: -0.58183 4.88450 5.06599  -0.44
H: -2.65115 -1.43215 -1.29049  0.12
H: 6.78466 4.35435 -4.32282  0.07
O: 2.82012 4.00113 5.10138  -0.08
H: 2.69886 3.13260 -1.16605  0.09
C: 3.15047 -3.74638 -3.44218  -0.43
O: -4.22098 -2.47055 1.41558  -0.20
C: 4.03373 -0.03744 5.86375  -0.05
C: 3.69364 -1.26622 6.72626  -0.52
H: 3.43404 -4.68136 2.89932  0.09
H: 0.83859 -5.42863 3.82383  0.09
H: 0.62802 4.97293 -2.20087  0.01
H: 3.01025 2.74841 2.01692  0.11
C: 4.30874 -0.29305 -3.36818  -0.09
C: -6.40208 2.82986 1.36712  -0.26
H: -3.27442 -5.63424 -3.13659  0.14
H: -1.36756 -0.39130 -7.67875  0.10
H: -3.73813 2.20571 1.00772  0.07
C: -0.67216 5.69975 0.14558  -0.39
H: -1.58860 3.92167 1.07367  0.07
C: 1.64757 3.49620 -3.05990  -0.49
H: 2.21371 -2.80638 3.70840  0.10
C: -4.61485 -1.96088 -2.11277  -0.24
O: 1.22518 2.37107 3.01517  -0.08
H: -4.98692 -0.15186 1.78341  0.06
H: 0.40157 -0.20228 4.57161  0.09
H: 3.17808 1.90058 3.44785  0.12
H: -0.97481 -1.25461 4.52532  0.06
C: 1.79644 2.78297 -1.72173  -0.05
H: 1.06997 4.58792 0.82285  0.05
C: 6.09763 2.49499 -0.49331  -0.10
H: 3.18211 -3.63948 1.60418  0.03
H: -4.76548 -7.83121 -3.34667  0.09
H: 5.12970 0.11199 5.76996  0.08
H: 2.87045 -3.55501 -5.39879  0.07
H: 7.06564 -1.23250 0.05018  0.08
C: -2.98977 -3.14569 1.12144  -0.18
H: -1.10691 -5.75001 1.79878  0.09
H: 0.86775 6.13577 1.51608  0.08
C: 1.71263 -3.53361 3.14419  -0.47
C: 2.60926 2.72381 3.01353  -0.21
O: -3.54708 5.54897 -1.83351  -0.07
H: -5.79877 1.76433 3.26878  0.16
H: -0.94512 6.71817 -0.02705  0.13
H: 9.09754 2.68339 -3.21294  0.13

Cartesian forces, eV/Å:
H 0.81 0.50 0.40
H 0.23 -0.27 -0.69
H 0.32 0.07 -0.71
C 1.32 1.26 0.58
H 0.41 0.61 0.39
H 0.29 -0.16 0.05
C 0.18 -1.27 -0.41
H -0.93 -1.03 -0.40
H 0.18 0.44 1.07
H -0.30 -0.32 0.37
O -0.67 -2.00 0.76
H -0.04 0.01 -0.14
C -0.70 -0.67 -0.33
C 0.34 -0.43 -0.56
H 0.09 -0.11 0.03
H 0.10 -0.79 -0.18
H 0.08 -0.18 0.27
O -1.48 -0.60 -0.54
C 1.90 -0.56 0.15
H 0.40 0.05 1.08
C 1.33 -0.04 -1.17
H 0.02 -0.07 0.51
H -0.54 0.03 -0.43
C 0.73 1.25 0.14
H 0.83 0.22 -0.47
H -0.07 -0.02 -0.10
H -0.03 -0.18 -0.71
H -0.35 0.37 -0.02
H 0.03 0.04 0.46
H -0.17 1.39 -0.63
H 0.99 0.30 -0.37
H 0.29 0.13 0.05
O 0.34 0.63 1.07
H -0.31 -0.67 0.02
H 0.26 0.37 -0.04
H -0.06 -0.54 0.18
H -0.29 0.25 -0.42
H -0.48 -0.36 -0.53
C -0.54 -0.67 0.34
H -0.22 0.61 -1.93
C 0.99 -0.74 0.18
O 0.31 0.23 -0.22
H 0.48 -0.18 0.68
H -0.51 0.57 0.49
O 0.28 -0.81 0.30
H 0.62 -0.43 -0.18
H -1.36 -0.51 -0.32
H 0.45 -0.30 0.19
C 0.46 0.60 0.23
H -0.08 0.08 0.43
H -0.20 0.05 0.30
C -0.63 -0.64 -2.31
H -0.66 0.37 -0.15
H -0.41 -0.29 0.03
C 0.25 0.93 1.00
H -0.62 -0.64 -0.55
H 0.36 0.29 -0.22
H -0.30 0.01 0.59
H 0.02 0.08 1.13
H 0.64 0.27 0.33
H -0.43 0.30 -0.20
H -0.42 0.19 -0.81
C -0.56 0.34 -0.05
H 0.66 -0.64 -0.98
C -1.36 0.05 -0.30
O 0.21 2.64 0.23
H -0.55 0.30 0.40
H 0.07 1.02 0.75
H -0.71 0.04 0.41
H 0.08 -0.13 0.13
H 0.31 1.27 0.07
H -0.38 -0.28 -0.25
H -1.25 0.35 -0.62
H -0.35 -0.63 -0.10
C 1.58 0.81 -0.10
H 0.59 -0.01 0.81
H 0.94 -0.44 -0.03
H -0.28 0.11 -0.81
H 0.20 -0.41 -0.64
H -0.47 0.34 -0.09
H 0.00 0.44 -0.37
C 0.80 1.14 1.32
C 1.42 0.38 -0.60
H 0.17 0.92 0.20
H -0.95 0.09 1.04
H -0.66 0.24 0.09
C -0.89 -0.39 1.05
H -0.27 0.54 0.26
C -0.24 -1.77 0.21
C 0.69 -1.51 -0.35
C 1.14 -0.80 0.74
H 0.37 -0.23 -0.22
H -0.03 0.22 -0.36
C -0.55 0.94 0.15
H 0.88 0.10 0.02
H -0.22 0.00 -0.30
H 0.28 0.40 -0.17
H -0.11 -0.19 0.02
H 0.36 -1.31 1.24
H 1.06 0.28 1.05
O -0.54 0.12 0.88
H -0.53 -0.18 0.19
H 0.17 0.27 0.33
N -0.50 -2.26 0.61
H 0.06 -0.82 -0.06
H -0.39 0.72 -0.59
C 0.97 1.80 -0.09
H 0.98 -0.22 0.56
H 0.10 -0.26 0.85
H -0.16 0.46 0.10
H 0.08 -0.31 0.21
C -1.40 -0.98 -0.44
H 0.22 0.00 -0.03
C -0.49 -0.06 -0.10
H 0.05 0.85 -0.21
H -0.10 -0.56 -0.74
H 0.54 0.28 -0.04
H -0.60 1.05 -0.28
H 0.38 -0.27 -0.26
H 0.29 0.23 -0.49
H -0.26 -0.25 -0.70
H 0.82 -2.54 -0.12
C -1.65 -0.08 -0.71
H 0.35 -0.67 0.51
H -0.08 -1.06 -0.51
C 0.13 0.50 -0.05
H 0.48 0.08 0.06
O -0.60 0.15 -0.37
O -0.48 0.32 0.76
H 0.71 -1.26 -0.59
H 1.66 0.56 -0.11
H 0.29 -0.87 -0.94
H -0.44 -0.24 0.85
H 0.47 0.18 -0.47
N -1.16 -0.69 -0.03
C 0.98 -1.10 -0.20
O -0.29 0.49 -0.68
H -0.16 -0.25 -0.51
C -0.14 -0.30 -0.74
H -0.08 -0.36 -0.81
N -1.04 -0.03 -0.13
C 1.50 -0.96 0.31
O 1.32 -0.35 1.55
C -0.45 -0.75 -1.69
H -0.25 0.38 0.25
H -0.31 0.03 0.15
H -0.14 -0.36 0.37
H -0.53 -0.37 -0.21
O 1.00 1.10 0.45
C -1.85 1.75 0.13
C -0.80 0.05 -0.62
H 1.03 0.64 -0.23
N 0.23 -0.90 0.28
H -0.53 0.14 -0.06
H -0.34 0.17 0.11
C -1.45 0.60 -1.68
H -0.29 0.47 0.15
H 0.08 -0.37 -0.12
H -0.79 -1.32 0.09
H 0.77 0.42 0.13
H -0.45 0.52 -0.11
O 1.28 -0.45 -0.73
C -1.03 0.76 0.02
H 0.15 0.32 0.69
C 1.08 2.01 1.55
O -1.07 0.16 0.39
H 0.23 -0.70 -1.29
H -1.03 0.13 -0.40
C -0.91 1.20 1.13
H -0.29 -0.05 0.19
H 1.04 -0.40 0.01
H 0.32 0.41 0.47
H -0.42 -0.20 -0.20
C -0.85 0.60 -0.31
O -2.01 3.06 1.44
C -0.26 -1.26 -1.09
H 0.05 -0.14 0.10
H -0.22 0.43 0.17
C 2.79 -0.37 0.21
H 0.52 0.14 -0.48
O -1.01 -0.64 -0.06
C 0.10 0.08 -0.03
C 1.04 -0.18 -1.12
H 0.19 0.87 -0.32
O -0.08 -0.28 -1.37
N 1.23 -0.58 -0.60
H 0.13 -0.15 0.04
H -0.36 0.15 1.25
H -0.12 0.67 0.14
H 0.58 -0.18 0.18
C 0.75 0.49 0.25
H -0.85 -0.03 -0.37
H -0.65 -0.42 -0.63
O -1.35 -0.78 1.34
H -0.71 -0.17 -0.31
C 1.97 0.79 0.42
O 0.24 -1.32 -0.38
C -0.23 0.23 0.08
C 0.06 1.55 1.18
H 0.34 -0.71 0.23
H 0.05 0.83 0.62
H -0.47 -0.11 0.17
H -0.08 0.44 -0.96
C 0.01 -0.79 0.47
C 0.15 -3.30 0.43
H 0.42 -0.21 0.01
H 0.05 -0.02 -0.46
H -0.34 0.51 -0.56
C -0.90 -2.23 -1.51
H 0.56 -0.31 0.24
C -0.54 1.36 0.83
H 0.73 1.74 0.31
C -0.63 0.75 -0.42
O 0.21 0.56 0.10
H 0.14 -0.08 0.88
H -1.17 0.36 -0.02
H 0.11 0.14 0.62
H -0.05 -0.32 0.68
C -0.83 0.66 0.39
H -0.01 -1.46 0.12
C -0.25 -0.18 0.92
H 0.17 0.84 -0.62
H 0.72 0.28 0.33
H -0.63 0.01 0.02
H 0.70 0.13 -0.58
H -0.11 -0.08 -0.70
C 0.08 0.60 0.44
H 0.35 0.15 -0.12
H -0.06 0.08 0.08
C -1.48 -1.39 0.11
C 0.03 -0.65 0.19
O 0.21 0.67 0.55
H 0.17 0.28 -1.29
H -0.08 0.86 0.21
H 0.27 0.18 0.67